This record from OMol25 describes an isolated molecule of CH3IOS in a non-equilibrium geometry. The level of theory is the ωB97M-V functional and the def2-TZVPD basis.

Computed properties:
Strongest force on any atom in hartree/bohr: 0.060
HOMO (spin up / spin down) in Ha: -0.3163 / -0.3060
Calculated total energy in Eh: -810.8628

Structure (ORCA input):
```
! wB97M-V def2-TZVPD RIJCOSX def2/J DEFGRID3
* xyz 0 1
C -1.132 0.270 -0.026
O 1.133 1.067 -0.410
S 1.927 -0.179 -0.468
I -0.583 -1.686 -0.101
H -1.787 0.345 0.959
H -1.573 0.838 -0.880
H 2.014 -0.656 0.927
*
```


This record from OMol25 describes a 2-piece molecular cluster, CH3IS overall in a non-equilibrium geometry. The level of theory is the ωB97M-V functional and the def2-TZVPD basis.

Computed properties:
Strongest force on any atom in hartree/bohr: 0.079
HOMO (spin up / spin down) in Ha: -0.3288 / -0.3318
Calculated total energy in Eh: -735.6737

Structure (ORCA input):
```
! wB97M-V def2-TZVPD RIJCOSX def2/J DEFGRID3
* xyz 0 1
C -0.433 -0.429 0.612
S 0.942 0.902 -1.104
I -1.650 0.876 1.606
H -0.920 -0.881 -0.238
H 0.476 -0.540 1.073
H 1.584 0.073 -1.949
*
```


This record from OMol25 describes CH3InN2O5 as an isolated structure in a non-equilibrium geometry. The level of theory is the ωB97M-V functional and the def2-TZVPD basis.

Computed properties:
Strongest force on any atom in hartree/bohr: 0.035
HOMO in Ha: -0.5909
Calculated total energy in Eh: -714.6064

Structure (ORCA input):
```
! wB97M-V def2-TZVPD RIJCOSX def2/J DEFGRID3
* xyz 2 1
In -1.968 0.372 -2.886
N -7.605 1.630 0.622
O -8.698 1.149 0.526
O -6.638 1.292 -0.081
O -7.376 2.480 1.502
C 5.082 -1.273 -0.285
N 3.973 -0.686 0.488
O 4.164 -0.310 1.639
O 2.958 -0.473 -0.113
H 4.740 -2.130 -0.866
H 5.879 -1.535 0.410
H 5.488 -0.516 -0.955
*
```